A 2-piece molecular cluster, C2H8NO overall at a distorted geometry. Source: the Open Molecules 2025 dataset; level of theory: wB97M-V/def2-TZVPD.

* multiplicity: 2
* E: -210.1347 hartree
* energy above the lowest of the compared OMol25 structures with the same formula, charge and spin: 242.7 kJ/mol
* Kohn-Sham gap (spin up / spin down): 11.7 / 4.4 eV
* E_LUMO (spin up / spin down): -0.3305 / -0.5977 Ha
* charge: +2

```
12
Properties=species:S:1:pos:R:3:forces:R:3
H 0.99575 -2.33239 -1.28134 -0.03 -0.39 0.08
H -0.82082 4.68090 0.17451 0.27 -0.05 0.33
H -1.10127 -1.58363 -0.30490 -0.39 -0.24 0.42
H -1.19222 3.63565 -0.95497 0.07 -0.22 -0.11
H 0.79947 0.41984 0.69969 0.51 -0.85 0.74
C 0.87395 -2.26189 -0.19675 0.92 0.48 -1.46
O -0.68625 3.71131 -0.08713 -0.42 0.72 -0.32
H 0.61086 -3.22844 0.21579 -0.36 0.03 0.15
H -1.01659 0.33453 0.90321 -0.48 0.08 -0.08
C -0.10854 -0.16985 0.63282 -0.20 0.59 -1.09
N -0.18879 -1.27344 0.00787 0.33 -0.36 1.03
H 1.83446 -1.93260 0.19121 -0.21 0.22 0.31
```
Positions in Å, forces in eV/Å.

A 12-piece molecular cluster, C72H125N22O19P5 overall at a distorted geometry. Source: the Open Molecules 2025 dataset; level of theory: wB97M-V/def2-TZVPD.

* multiplicity: 2
* E: -7158.9181 hartree
* Kohn-Sham gap (spin up / spin down): 1.5 / 4.9 eV
* E_LUMO (spin up / spin down): -0.0097 / -0.0097 Ha
* charge: -1

```
243
Properties=species:S:1:pos:R:3:forces:R:3
H -4.89847 -17.09101 12.73312 -0.13 -0.05 -0.05
H -14.72446 -14.40036 8.28826 -0.35 0.16 -0.71
C -10.30383 -21.83996 18.67708 0.75 -0.72 -0.45
O -6.15412 -20.97851 8.29317 0.58 -0.34 0.90
C -8.95632 -11.53172 16.31166 -0.97 -1.07 1.09
H -5.86369 -19.06850 20.38886 -0.05 -0.04 0.17
H -15.27914 -22.73963 24.47194 -0.58 -0.82 0.21
H -11.34588 -20.02791 9.51807 0.10 0.04 -0.19
H -10.95430 -17.97896 19.67863 0.21 -0.40 -0.59
H -16.73810 -22.48171 25.61153 0.07 -0.62 -0.16
H -19.73223 -14.21630 20.75059 0.29 0.44 -0.10
H -10.61120 -22.25429 17.72827 -0.59 0.24 -0.04
C -10.14610 -19.58509 15.90383 0.13 -0.11 -0.87
H -2.33973 -15.69021 16.26445 0.03 0.69 0.00
C -10.34931 -12.28418 18.61366 -0.54 0.89 -0.28
C -11.49818 -19.35934 11.53485 0.46 0.99 0.68
H -10.50412 -10.08374 16.01739 -0.14 -0.12 -0.31
H -4.95341 -15.63948 22.10706 0.35 -0.22 0.10
H -17.39462 -13.61692 19.88546 0.24 -0.04 -0.18
H -18.87372 -17.87398 24.22329 -0.64 0.02 0.05
C -14.18095 -21.17223 14.54318 -0.14 0.83 -0.30
C -14.24846 -13.37984 21.82460 -0.08 -0.57 1.05
H -16.16524 -15.33057 18.61673 0.65 -0.33 0.42
N -8.08330 -22.34311 17.75055 0.31 0.10 -1.13
C -9.12587 -12.91715 18.34445 -0.67 1.76 -2.10
N -15.87854 -20.82615 24.67856 -0.10 1.00 0.05
H -9.77507 -19.07294 23.70444 -0.28 -0.01 0.00
H -15.62325 -20.90376 19.85900 -0.13 0.07 0.10
H -4.76623 -18.76335 13.22570 0.14 -0.05 0.61
C -11.14687 -21.53645 19.73221 -0.47 1.14 0.35
C -7.47870 -21.14430 13.06054 1.51 -0.67 0.48
H -8.46575 -18.85683 17.80147 -0.79 -0.88 -0.25
N -14.34411 -15.70091 9.74574 1.30 -0.22 0.82
H -14.14558 -17.71443 10.41157 -0.26 -0.44 -0.62
H -8.80494 -20.49539 21.98531 -0.02 -0.34 0.32
C -11.06761 -18.40633 12.49741 -0.40 -0.28 0.22
O -16.59843 -14.75751 10.79698 0.21 0.03 0.61
C -19.05569 -14.90382 20.26478 -0.02 -1.72 0.29
H -12.24631 -20.08008 11.83022 -0.02 -0.26 -0.08
H -4.59728 -17.92066 25.85414 -0.37 0.29 -0.05
C -4.85326 -18.20900 24.83462 -0.26 -0.73 -1.06
C -5.51259 -21.56602 11.73373 0.64 -1.02 -1.20
C -19.55132 -16.23320 20.16012 1.20 1.80 -0.66
H -10.87565 -20.37379 16.08774 -0.30 0.15 0.47
N -4.14399 -15.49874 15.18664 1.93 0.99 -1.59
H -7.44523 -12.95485 17.03267 -0.03 -0.32 -0.37
C -5.35312 -18.15641 20.69791 -0.04 -0.27 0.73
H -9.00756 -16.58695 10.58034 0.21 -0.08 -0.31
H -14.69818 -18.91364 21.54990 0.85 -0.01 -0.97
C -9.26969 -20.98270 21.14096 0.12 -0.13 -2.21
H -6.02290 -12.82921 14.44885 -0.59 0.16 -0.06
H -12.60823 -12.41129 11.10081 0.52 0.24 -0.35
H -4.98135 -18.93687 15.65787 0.08 -0.37 0.36
C -3.39587 -15.55358 16.49684 -0.98 -0.32 -1.39
H -15.91707 -11.71132 10.96917 -0.06 0.74 0.15
H -13.64915 -15.64633 7.71971 -0.03 -0.37 0.21
H -11.27718 -20.69331 21.75086 -0.44 -0.13 -0.14
H -7.75344 -16.03861 12.90915 -0.11 0.09 -0.20
N -14.43219 -15.33645 12.37476 -1.60 0.41 -0.20
H -8.72672 -17.48556 20.86222 0.76 0.20 0.12
C -6.20493 -21.28858 10.57162 -1.01 1.48 0.88
N -5.54933 -21.45219 9.24726 -0.25 -0.21 -1.26
O -8.49026 -22.32799 16.57563 0.11 0.07 1.73
C -17.00971 -15.64886 19.20999 -0.16 0.54 -0.98
H -17.06271 -16.85093 23.32060 0.26 -0.01 0.40
H -15.80973 -11.93082 21.57657 0.18 0.13 -0.14
H -9.39306 -16.14395 21.75090 -0.34 -0.22 0.18
C -17.74506 -14.63466 19.79713 -1.92 -0.24 0.74
H -10.15227 -19.46251 14.82076 -0.16 0.42 -0.10
H -16.56125 -14.89371 24.58339 -0.24 0.28 0.08
O -9.14938 -14.25358 20.20792 -2.42 -0.44 1.22
C -7.54778 -14.97264 13.00670 0.95 -0.41 1.29
C -14.33058 -23.22964 13.30810 3.03 0.28 0.08
C -13.81690 -18.07406 18.25698 -0.27 0.15 -2.07
H -4.41584 -18.43156 21.18154 0.38 -0.25 -0.38
C -13.52717 -16.93534 9.96583 -0.69 0.49 1.64
H -12.46152 -22.19149 13.99349 0.11 -0.86 -0.01
N -8.54724 -13.91163 19.23862 2.26 0.64 0.52
C -15.76504 -22.14997 25.24931 0.33 -0.27 -1.04
H -8.75257 -18.36758 24.94795 0.26 -0.20 -0.04
H -11.25095 -16.31110 19.11879 0.27 0.01 0.25
H -11.45449 -18.36327 13.50482 -0.31 -0.37 -0.08
H -11.77555 -13.81448 16.81352 0.15 -0.15 -0.13
C -14.75057 -15.03238 23.55378 1.09 0.36 -0.10
C -12.28365 -14.76308 16.64004 0.39 -1.45 0.15
C -14.96162 -16.49132 13.05017 -0.66 -0.78 0.02
C -15.65658 -23.07580 13.13224 -1.21 1.85 0.18
H -12.21981 -21.44311 19.65173 -0.16 -0.59 -0.60
O -10.36515 -18.52331 7.61657 -1.65 -1.09 -1.13
C -16.35777 -13.30459 23.09950 0.97 -0.36 -0.73
O -15.76115 -24.89440 11.72615 0.18 0.11 -0.68
H -12.90522 -14.69904 15.74693 -0.58 0.37 0.34
C -18.78133 -17.18339 19.51670 -1.58 -1.27 0.20
O -17.57257 -24.29848 12.72094 0.58 0.68 -0.61
C -13.88803 -14.52398 22.56097 -1.27 0.51 0.39
C -10.12091 -18.28572 9.88269 1.22 -0.04 -1.22
P -16.88373 -20.55811 23.29177 2.44 1.05 -0.06
O -12.14089 -16.00833 23.00327 -0.94 0.78 0.16
C -17.53425 -16.93037 19.05511 1.14 0.77 0.04
H -7.99890 -20.44294 9.78261 -0.24 0.19 0.06
C -8.39699 -21.38494 20.08238 -0.67 0.07 0.28
H -4.90324 -19.29785 24.83096 0.23 0.00 -0.28
H -10.14588 -17.79757 21.60821 -0.29 0.06 1.16
C -15.88626 -19.87372 25.78473 -1.55 1.14 -1.18
O -12.58452 -17.85051 15.33777 -0.23 -0.63 1.53
N -15.79849 -20.59523 21.97476 -0.41 -1.45 -0.36
H -7.99801 -21.23684 14.00296 -0.01 0.10 0.10
H -13.66775 -20.39365 15.08801 0.48 -0.02 -0.02
H -9.85284 -16.73527 12.94799 0.18 0.29 -0.21
H -19.11201 -18.16407 22.46690 0.07 0.27 -0.15
C -10.15039 -17.41482 12.16308 -0.39 -1.08 -0.85
O -4.49531 -22.09558 9.12505 -1.15 0.82 0.90
H -6.65433 -19.34925 15.32147 -0.25 0.24 -0.43
N -9.60576 -18.20941 8.54922 -1.08 -0.05 1.83
C -13.17054 -14.93004 12.92837 0.28 0.50 -0.26
H -15.30275 -20.19115 26.64894 0.50 0.29 -0.53
N -16.39465 -24.12558 12.40512 -0.82 -0.88 1.84
H -3.65929 -14.65952 17.06196 0.46 -0.13 0.20
H -13.56132 -12.92739 21.12495 -0.07 -0.21 -0.16
H -6.69038 -15.43180 22.18811 -0.09 -0.17 0.34
H -9.17005 -20.03135 16.09427 -0.08 0.20 0.35
C -5.98778 -18.52594 15.57830 0.68 0.92 -0.18
O -6.81052 -19.75202 22.91619 0.29 0.78 -0.20
H -9.17150 -20.53413 12.08589 -0.14 0.52 -0.67
H -16.43669 -17.73720 21.98292 0.70 0.51 -0.26
H -5.84595 -12.93882 12.64697 -0.69 -0.22 0.02
C -9.30549 -18.14648 24.03500 0.27 0.17 0.91
C -10.21956 -15.34780 15.59614 0.30 -1.31 -0.73
H -15.68928 -18.90989 25.31532 0.77 0.24 0.85
H -8.27332 -14.54195 13.69677 -0.37 0.09 -0.12
H -5.98229 -15.54420 20.67172 0.23 -0.38 -0.24
H -12.72281 -13.69707 9.85008 0.12 0.05 0.10
N -5.86906 -17.44213 14.57652 -1.02 0.40 -0.71
H -13.78228 -20.56046 21.32888 -0.09 0.44 -0.36
H -14.51528 -15.85586 24.21174 0.55 -0.21 -0.44
N -11.30905 -15.85399 16.39009 -0.10 1.23 2.45
H -16.03846 -16.57830 12.90542 0.06 -0.28 -0.59
H -7.61124 -14.47225 12.04044 0.27 -0.11 0.06
C -5.69529 -13.43641 13.60499 0.93 -0.57 0.41
H -8.63829 -11.32275 15.30092 1.00 -0.04 0.24
H -10.63119 -15.38044 14.58738 0.98 0.15 -0.67
N -6.12154 -17.66659 24.35301 -0.68 0.03 1.80
C -3.22450 -15.47270 13.93606 -0.59 -1.34 0.86
H -13.22464 -13.92948 13.35740 0.10 0.38 -0.13
H -15.06270 -22.12400 26.08247 -0.03 0.06 -0.02
H -9.34213 -15.96589 15.78633 0.05 -0.15 -0.76
P -6.88757 -18.26989 23.00222 0.75 1.69 -1.78
C -5.89610 -15.97038 21.67124 -0.84 0.40 0.21
H -12.39935 -17.21172 20.10053 -0.17 0.27 -0.04
N -6.14060 -17.39966 21.67977 -0.84 -1.36 0.01
O -21.64672 -15.65651 20.99257 1.34 -1.80 -0.86
H -17.29483 -20.53027 20.45866 0.12 0.59 -0.43
C -18.74195 -18.58048 23.40378 -0.13 -0.49 0.21
H -3.64505 -15.20313 12.96727 -0.78 0.71 0.55
H -16.90066 -19.72134 26.15333 -0.36 -0.19 0.40
O -6.55009 -15.38221 16.18136 -0.44 -0.42 1.13
H -13.84441 -24.08724 12.86702 0.05 -0.05 -0.01
C -15.95182 -14.41456 23.83145 -0.31 0.21 -0.44
H -8.46887 -17.44719 16.87718 0.27 0.57 0.45
N -6.19156 -14.82996 13.63267 0.24 -0.12 -0.69
H -15.42562 -16.00774 8.01103 0.15 -0.09 -0.61
C -9.68390 -17.38222 10.85692 0.70 1.05 0.64
H -11.86886 -10.88507 18.14801 0.05 0.52 -0.55
N -8.42539 -17.59482 23.02015 -0.80 -0.11 -0.83
H -15.98669 -20.06776 14.74176 -0.19 0.03 -0.16
C -10.99752 -19.31662 10.25232 -0.93 -0.16 -0.02
C -11.69742 -17.29380 19.27068 -0.09 0.60 0.86
N -14.49734 -13.15023 10.80956 0.06 -2.35 0.06
C -16.35878 -21.05531 20.64902 -0.53 0.41 1.29
C -10.92286 -11.25361 17.77971 2.85 -2.21 0.47
O -7.00529 -22.79436 18.07648 -0.07 0.12 0.06
C -15.47311 -12.79946 22.12298 -0.78 0.03 0.31
H -4.53458 -21.96806 11.51408 0.37 -0.02 0.74
H -13.97889 -19.01179 17.72545 0.00 -0.78 0.82
H -15.56794 -12.37449 12.51880 0.32 -0.38 0.18
H -2.30081 -14.90790 14.06219 -0.27 0.24 0.50
O -21.14644 -17.77121 20.72453 -0.28 0.08 -0.18
C -6.14014 -21.52483 12.95389 -0.17 -0.22 0.82
H -9.38580 -17.55762 18.43553 0.06 0.35 -0.36
H -17.36320 -21.81976 13.53145 -0.02 0.15 -0.27
P -5.78531 -15.77654 14.99781 0.95 -0.71 -1.52
C -15.09627 -12.09013 11.57818 -0.82 0.06 -0.63
O -17.95283 -21.56242 23.15790 -0.16 0.64 -0.10
H -3.59859 -16.45397 17.07676 -0.59 0.00 0.05
C -6.33832 -16.34383 24.93578 -0.02 -0.06 -0.86
H -12.38156 -14.97736 12.17779 0.34 0.03 0.16
N -10.30537 -18.32977 16.65843 -0.35 -1.11 -0.40
C -5.43381 -17.90170 13.22739 -0.13 0.74 0.18
O -8.47724 -17.76030 8.29145 1.75 1.02 0.67
O -7.37908 -14.23522 19.11155 0.07 0.28 -1.40
H -14.87590 -16.50202 14.13674 0.38 0.70 0.21
H -19.28068 -19.51869 23.53662 -0.27 0.23 0.34
C -8.12271 -20.74582 11.93884 -0.97 0.37 -0.82
H -6.25243 -18.18765 12.56694 -0.36 0.06 0.17
C -14.48826 -19.93321 21.87318 -1.33 0.11 1.35
C -10.16309 -10.90645 16.62833 -1.12 0.05 1.35
C -16.28900 -21.90663 13.60174 0.43 0.11 0.82
H -19.23405 -18.13524 19.28124 -0.01 -0.22 0.33
H -14.07890 -19.76917 22.86998 0.04 -0.37 0.23
O -12.16796 -15.00653 21.12097 -0.37 0.76 0.24
H -5.13464 -17.59836 19.78744 -0.18 0.36 0.17
H -10.03546 -17.40670 24.36357 -0.31 -0.03 -0.39
H -15.51391 -17.78604 23.54321 -0.10 0.08 -0.08
C -14.53271 -15.47239 8.33385 -1.04 1.46 0.55
H -13.34146 -12.10020 9.44886 0.39 0.37 0.07
H -12.78582 -15.02307 17.57188 -0.69 0.16 -0.21
H -13.03030 -17.25486 9.04980 -0.20 0.07 0.13
P -15.12928 -14.75380 10.93091 2.44 -0.15 -0.44
H -14.32447 -11.33948 11.74834 -0.28 0.21 0.15
C -13.18948 -12.80450 10.26677 -0.80 -0.81 0.09
H -12.94361 -15.58798 13.76725 0.25 -0.22 -0.27
C -8.42411 -12.52382 17.18236 -0.27 0.42 0.05
C -15.52315 -20.94314 14.31137 -1.36 -1.67 -0.54
H -5.65024 -21.89407 13.84274 0.32 0.10 0.03
C -7.49557 -20.73130 10.69361 0.52 -0.98 -0.96
C -8.91598 -21.79376 18.82790 -0.94 0.24 2.01
H -5.73399 -15.61442 24.39649 -0.06 0.38 -0.02
H -7.34361 -21.35737 20.31912 0.16 -0.02 -0.37
P -11.76684 -17.46497 16.52143 1.95 0.18 0.72
H -14.42616 -17.46868 17.58586 -0.35 0.71 0.24
H -6.29257 -18.13704 16.54988 0.04 0.16 -0.10
H -7.39026 -16.06873 24.85931 0.11 0.12 0.21
H -17.34381 -12.87503 23.19746 0.05 0.13 0.23
H -12.78783 -16.83217 10.76008 0.41 0.48 -0.20
C -13.53992 -22.24599 13.97165 -1.01 -0.42 -0.34
C -9.13261 -18.05026 17.49675 0.09 1.43 -0.29
N -12.64411 -15.19627 22.22673 1.21 -1.53 -0.29
H -2.93248 -16.48999 13.67537 0.36 -0.34 0.50
C -10.66173 -21.05203 20.93911 2.01 0.01 0.20
H -14.25255 -18.02100 19.25472 0.52 -0.18 0.03
H -4.08864 -17.83687 24.15273 0.60 -0.27 0.17
H -5.95490 -16.34196 25.95612 -0.47 -0.06 0.13
H -10.87563 -12.48720 19.53462 0.01 -0.44 0.05
N -12.42299 -17.67273 18.10336 -0.76 -0.05 -1.59
H -9.86156 -14.33871 15.80029 -0.63 0.12 0.50
C -9.23780 -17.22219 21.78825 1.65 -0.19 -0.27
N -20.89275 -16.59444 20.62643 -0.81 1.85 1.20
H -16.73169 -22.07953 20.64691 0.65 -0.29 0.32
C -16.49570 -17.74784 23.07127 -0.74 -0.94 -0.93
H -4.60968 -13.40379 13.69706 0.07 -0.32 0.13
H -16.97022 -17.71622 18.57478 0.03 0.08 -0.21
N -17.33996 -18.89873 23.36413 0.26 -1.77 0.72
H -14.38766 -17.36838 12.75113 -0.36 -0.49 -0.16
```
Positions in Å, forces in eV/Å.

An isolated ion of composition C5H11O and charge -1 at a distorted geometry. Source: the Open Molecules 2025 dataset; level of theory: wB97M-V/def2-TZVPD.

* structure (SMILES): CCCCC[O-]
* E: -272.2785 hartree
* energy above the lowest of the compared OMol25 structures with the same formula, charge and spin: 127.7 kJ/mol
* Kohn-Sham gap: 6.4 eV
* E_LUMO: 0.1533 Ha
* charge: -1

```
17
Properties=species:S:1:pos:R:3:forces:R:3
C 0.61452 -0.50491 -0.76169 -2.10 -2.97 -0.04
H -2.26137 0.54798 -0.23554 -0.76 0.08 0.37
H -1.73760 0.65637 1.60451 -0.38 -0.44 -1.35
C -0.73964 1.93474 0.25374 2.91 -0.59 -0.98
O 0.38163 2.18002 1.03232 -1.57 -0.28 -0.14
H 2.80576 -1.38587 -0.94608 -2.82 -0.49 1.37
H 0.95581 0.48114 -0.60167 0.62 0.94 0.13
C 1.71105 -1.57690 -0.41190 1.29 1.63 -0.67
H -0.32731 1.79845 -0.82560 -1.11 0.60 0.45
H 1.38595 -2.62802 -0.58097 0.24 0.73 0.17
H -1.52310 2.72152 0.21043 0.04 0.12 0.14
H -1.13044 -1.60711 0.30950 -0.39 -1.12 -0.31
H 0.03198 -0.56803 1.21619 -0.30 -0.98 0.10
C -0.55627 -0.72113 0.29265 2.04 4.52 1.27
H 0.10874 -0.61504 -1.73352 0.76 0.08 -0.23
H 1.74024 -1.31273 0.67654 0.94 -1.00 -0.73
C -1.45997 0.59953 0.50110 0.60 -0.85 0.44
```
Positions in Å, forces in eV/Å.

One molecule with the formula C4H6N2OS at a distorted geometry. Source: the Open Molecules 2025 dataset; level of theory: wB97M-V/def2-TZVPD.

* structure (SMILES): N/C=C/C(=S)/C=N\O
* E: -738.8632 hartree
* energy above the lowest of the compared OMol25 structures with the same formula, charge and spin: 371.5 kJ/mol
* Kohn-Sham gap: 8.1 eV
* E_LUMO: -0.0070 Ha

```
14
Properties=species:S:1:pos:R:3:forces:R:3
C 1.05624 -0.21282 0.39989 -0.54 0.21 1.19
N 2.28183 -0.70060 0.64241 0.86 -0.87 0.68
O -1.66197 -1.34399 -0.05283 -0.16 0.25 -0.45
N -2.24201 -0.19830 0.51608 1.22 0.66 -0.22
H 1.48524 0.55442 -1.45221 -0.22 0.51 -0.21
C -1.62910 0.86784 0.12858 -1.25 0.05 2.17
C -0.60027 1.05712 -0.89902 1.52 -0.27 -0.48
H -1.89455 1.75590 0.76671 -0.08 -0.77 -1.14
H 2.44306 -1.25576 1.49341 0.02 0.58 -1.06
H 3.04036 -0.59068 -0.04327 -0.75 -0.17 0.75
H 0.28246 -0.33821 1.16275 0.51 -0.29 0.00
S -1.05079 1.94795 -2.20494 0.17 -0.27 0.28
H -2.24630 -2.05485 0.21093 -0.28 -0.11 0.10
C 0.73580 0.51200 -0.66849 -1.04 0.50 -1.60
```
Positions in Å, forces in eV/Å.